{"formula": "C5H10O", "method": "ωB97M-V with the def2-TZVPD basis set", "species": ["C", "C", "C", "H", "H", "H", "H", "H", "H", "C", "C", "O", "H", "H", "H", "H"], "coordinates": [[-0.20067, 1.60732, -0.80923], [-1.45082, 1.47436, -0.06924], [-2.61613, 2.23829, -0.05207], [-0.40760, 1.59113, -1.89673], [0.25015, 2.57371, -0.48652], [0.60994, 0.89997, -0.49852], [-1.38072, 0.59720, 0.58787], [-3.37680, 1.75630, 0.55026], [-2.88610, 3.15978, -0.67045], [0.78625, -2.30698, -0.56930], [1.17742, -2.07893, 0.65892], [2.01907, -0.97131, 0.81015], [0.02768, -3.09733, -0.70097], [1.06650, -1.72823, -1.39687], [1.05324, -2.51901, 1.60764], [2.71484, -1.06743, 1.46859]], "atomic_forces_ev_per_a": [[1.7, 1.3, -0.3], [-2.9, 0.7, 0.9], [2.2, -1.4, -0.8], [0.6, 0.1, 0.5], [-0.2, -0.2, -0.8], [-1.1, 0.1, -0.5], [-0.8, 0.3, 0.0], [-0.3, 0.6, 0.1], [0.7, -1.5, 0.9], [-2.2, -2.3, 0.9], [2.4, 2.3, -0.3], [0.0, 0.4, -0.2], [0.5, 0.4, -0.2], [0.5, 0.7, -0.8], [-0.9, -1.2, 0.5], [-0.3, -0.3, 0.1]], "total_energy_ha": -271.65369, "max_force_ha_per_bohr": 0.064, "homo_lumo_gap_ev": 9.9, "smiles": "C=CC.C=CO", "homo_ev": -9.075, "total_charge": 0, "de_lowest_kj_mol": 259.7}